1.
{"formula": "C7H13O2", "method": "ωB97M-V with the def2-TZVPD basis set", "species": ["C", "C", "C", "C", "C", "C", "C", "O", "O", "H", "H", "H", "H", "H", "H", "H", "H", "H", "H", "H", "H", "H"], "positions_angstrom": [[-2.621, -0.167, -0.276], [1.908, 0.619, 0.303], [1.866, -0.803, -0.253], [0.667, 1.436, -0.095], [0.649, -1.586, 0.257], [-0.515, 0.671, 0.460], [-0.554, -0.762, -0.005], [-1.875, 1.125, 0.035], [-1.852, -1.165, 0.218], [-3.622, -0.164, 0.159], [-2.619, -0.173, -1.385], [1.992, 0.585, 1.391], [2.792, 1.129, -0.077], [1.831, -0.766, -1.343], [2.772, -1.330, 0.037], [0.724, 2.438, 0.329], [0.595, 1.508, -1.179], [0.572, -2.554, -0.234], [0.745, -1.761, 1.334], [-0.482, 0.693, 1.559], [-0.661, -0.615, -1.976], [-2.313, 1.640, 0.741]], "spin_multiplicity": 1, "homo_energy_ev": -13.5, "de_lowest_kcal_mol": 65.3, "energy_ha": -424.59517, "charge": 1}


2.
{"formula": "C3H12N2O3", "method": "ωB97M-V with the def2-TZVPD basis set", "species": ["C", "N", "C", "N", "O", "C", "H", "H", "H", "H", "H", "H", "H", "H", "H", "H", "O", "H", "H", "O"], "positions_angstrom": [[-0.277, 0.480, 0.364], [-1.424, -0.174, 0.977], [-2.577, -0.751, -0.053], [-2.673, 0.248, -1.069], [-2.208, -1.912, -0.440], [0.949, 0.552, 1.255], [-0.579, 1.457, -0.049], [0.041, -0.014, -0.577], [-1.112, -1.137, 1.138], [-3.501, -0.643, 0.543], [-2.553, -0.188, -2.070], [1.670, -0.250, 1.157], [0.581, 0.297, 2.260], [1.412, 1.551, 1.209], [4.375, -0.954, -0.016], [-3.426, 0.993, -1.080], [2.405, 0.883, -1.071], [2.522, 0.819, -2.040], [2.981, -0.187, -0.443], [3.395, -1.069, 0.005]], "spin_multiplicity": 1, "homo_energy_ev": -8.6, "de_lowest_kcal_mol": 222.0, "energy_ha": -456.41639, "charge": 0}


3.
{"formula": "C9H14", "method": "ωB97M-V with the def2-TZVPD basis set", "species": ["C", "C", "C", "C", "C", "C", "C", "H", "H", "H", "H", "H", "H", "H", "H", "C", "C", "H", "H", "H", "H", "H", "H"], "positions_angstrom": [[3.241, -1.015, -0.056], [-0.294, 1.063, -1.231], [0.452, 1.564, -0.141], [0.268, 0.157, -2.148], [1.572, 0.854, 0.243], [1.403, -0.523, -1.753], [1.989, -0.287, -0.485], [-1.226, 1.536, -1.516], [0.136, 2.471, 0.357], [-0.154, -0.066, -3.121], [2.041, 1.042, 1.197], [1.871, -1.316, -2.316], [3.144, -1.225, 1.007], [4.136, -0.384, -0.219], [3.426, -1.901, -0.655], [-3.343, -0.719, 1.294], [-2.152, 0.210, 1.368], [-3.155, -1.734, 1.659], [-4.158, -0.382, 1.941], [-3.699, -0.844, 0.270], [-2.497, 1.194, 1.054], [-1.232, -0.021, 0.856], [-1.767, 0.326, 2.393]], "s_squared": 0.757, "spin_multiplicity": 2, "homo_energy_ev": [1.0, -3.8], "de_lowest_kcal_mol": 9.9, "energy_ha": -351.26360, "charge": -1}


4.
{"formula": "C14H10O3S", "method": "ωB97M-V with the def2-TZVPD basis set", "species": ["O", "C", "C", "O", "O", "S", "C", "C", "C", "C", "C", "C", "C", "C", "C", "C", "C", "C", "H", "H", "H", "H", "H", "H", "H", "H", "H", "H"], "positions_angstrom": [[4.714, 0.280, -0.912], [-1.075, 1.849, -0.524], [-0.346, 0.909, -0.415], [3.209, -3.171, 0.833], [0.563, -3.526, 1.239], [-2.406, 3.559, -2.298], [4.269, -0.739, -0.347], [-3.507, 4.722, -1.572], [-1.989, 2.934, -0.716], [-3.568, 4.628, -0.215], [-2.665, 3.603, 0.287], [0.132, -1.371, 0.314], [1.914, -0.019, -0.522], [0.570, -0.178, -0.234], [1.037, -2.384, 0.646], [2.399, -2.190, 0.382], [2.828, -1.003, -0.174], [-0.793, -3.919, 1.015], [2.607, -3.807, 1.312], [4.951, -1.511, -0.014], [-4.068, 5.392, -2.171], [-4.205, 5.237, 0.411], [-2.463, 3.401, 1.318], [-0.920, -1.461, 0.436], [2.233, 0.929, -0.936], [-0.914, -4.900, 1.437], [-1.517, -3.276, 1.486], [-0.987, -3.987, -0.065]], "spin_multiplicity": 1, "homo_energy_ev": -8.3, "de_lowest_kcal_mol": 0.0, "energy_ha": -1163.30507, "smiles": "COc1cc(C#Cc2cccs2)cc(C=O)c1O", "charge": 0}


5.
{"formula": "ClHNO2P", "method": "ωB97M-V with the def2-TZVPD basis set", "species": ["N", "O", "O", "P", "Cl", "H"], "positions_angstrom": [[-0.277, 0.828, 0.125], [0.778, 1.293, -0.435], [-1.225, 1.502, 0.327], [-0.400, -0.953, 0.646], [1.740, -1.394, 0.076], [-0.616, -1.276, -0.739]], "spin_multiplicity": 1, "homo_energy_ev": -11.0, "de_lowest_kcal_mol": 30.3, "energy_ha": -1007.26582, "smiles": "O=[N+]([O-])PCl", "charge": 0}


6.
{"formula": "C4H10N3S", "method": "ωB97M-V with the def2-TZVPD basis set", "species": ["C", "C", "C", "C", "N", "N", "N", "S", "H", "H", "H", "H", "H", "H", "H", "H", "H", "H"], "positions_angstrom": [[1.704, 0.165, -0.604], [1.835, -0.433, 0.591], [-0.065, 0.808, 0.636], [0.460, -0.443, 2.743], [0.481, 0.798, -0.589], [-1.625, -0.727, -2.207], [0.757, -0.021, 1.349], [-0.973, 0.502, -3.278], [2.251, 0.111, -1.522], [2.715, -1.047, 1.001], [0.311, 0.119, -3.073], [-1.045, 1.161, 0.922], [0.804, -1.439, 2.967], [0.952, 0.136, 3.488], [-0.641, -0.413, 2.836], [-2.562, -1.042, -2.547], [0.125, 1.102, -1.522], [-0.917, -1.467, -2.333]], "spin_multiplicity": 1, "homo_energy_ev": -12.4, "de_lowest_kcal_mol": 24.6, "energy_ha": -720.59114, "charge": 1}